C72H168F4N4O10P4S4 | ωB97M-V/def2-TZVPD

The value obtained for the frontier orbital gap (alpha / beta) is 8.54 / 1.86 eV. The spin multiplicity is 2. Its net charge is +5. As for the LUMO energy (alpha / beta): -9.19 / -15.86 eV. The expectation value of S² is 0.754. The calculation puts the calculated total energy at -195139.779 eV.

The geometry in XYZ format:
```
266
C72H168F4N4O10P4S4 (ωB97M-V/def2-TZVPD)
C -0.364 -7.678 -1.515
C -0.089 -6.423 -2.389
C -1.306 -5.479 -2.429
O -2.384 -6.163 -3.074
C -3.480 -5.331 -3.435
N 1.194 -5.589 -1.943
H 2.027 -6.157 -1.893
H 1.438 -4.873 -2.613
H 1.091 -5.105 -1.063
H 0.551 -8.239 -1.324
H -1.138 -8.319 -1.938
H -0.644 -7.232 -0.561
H 0.179 -6.652 -3.420
H -1.103 -4.620 -3.069
H -1.477 -5.109 -1.418
H -3.752 -4.712 -2.580
H -4.342 -5.903 -3.778
H -3.241 -4.686 -4.280
C 2.143 -0.174 -2.695
C 1.775 -0.964 -1.484
C 1.275 -0.178 -0.272
O -0.107 0.075 -0.381
C -0.705 1.032 0.464
N 0.763 -2.051 -1.838
H -0.183 -1.736 -1.674
H 0.915 -2.469 -2.745
H 0.798 -2.824 -1.188
H 2.852 -0.830 -3.199
H 2.704 0.758 -2.623
H 1.311 0.014 -3.374
H 2.652 -1.582 -1.292
H 1.842 0.752 -0.320
H 1.607 -0.591 0.680
H -1.790 1.139 0.431
H -0.445 1.995 0.024
H -0.482 0.892 1.521
C 12.240 0.483 -3.798
C 11.383 -0.428 -4.663
C 9.872 -0.433 -4.219
C 9.221 -1.710 -4.882
P 7.345 -1.741 -4.931
C 6.749 -0.081 -5.415
C 5.215 0.085 -5.294
C 4.698 1.523 -5.323
C 5.315 2.344 -4.191
C 6.683 -2.194 -3.213
C 6.840 -1.164 -2.110
C 6.254 -1.600 -0.760
C 6.338 -0.657 0.425
C 6.748 -3.052 -6.059
C 6.968 -4.534 -5.579
C 6.325 -5.475 -6.562
C 6.683 -6.958 -6.439
H 11.808 1.479 -3.894
H 13.242 0.495 -4.227
H 12.347 0.248 -2.739
H 11.855 -1.409 -4.723
H 11.336 -0.222 -5.733
H 9.489 0.504 -4.624
H 9.794 -0.467 -3.132
H 9.487 -2.680 -4.462
H 9.565 -1.763 -5.915
H 7.153 0.250 -6.371
H 7.213 0.465 -4.593
H 4.971 -0.283 -4.297
H 4.677 -0.462 -6.068
H 3.615 1.399 -5.300
H 4.958 2.015 -6.261
H 6.337 2.382 -4.569
H 5.350 2.046 -3.143
H 4.983 3.381 -4.229
H 7.038 -3.187 -2.936
H 5.611 -2.296 -3.380
H 6.308 -0.237 -2.320
H 7.860 -0.812 -1.956
H 6.659 -2.552 -0.418
H 5.222 -1.934 -0.866
H 5.990 -1.046 1.381
H 5.724 0.222 0.225
H 7.277 -0.180 0.707
H 7.227 -2.994 -7.036
H 5.733 -2.769 -6.338
H 6.412 -4.656 -4.650
H 7.956 -4.904 -5.307
H 6.535 -5.040 -7.539
H 5.237 -5.474 -6.498
H 6.405 -7.357 -5.464
H 7.767 -7.010 -6.545
H 6.148 -7.593 -7.145
C -2.263 -3.532 -8.695
C -3.151 -2.230 -8.588
C -2.962 -1.282 -7.438
C -3.897 -0.087 -7.488
P -3.525 1.183 -6.233
C -4.948 2.274 -6.171
C -6.374 1.509 -6.387
C -7.558 2.455 -5.866
C -7.680 2.582 -4.331
C -3.046 0.331 -4.606
C -4.280 -0.111 -3.739
C -3.919 -0.241 -2.266
C -2.753 -1.115 -1.812
C -2.169 2.288 -6.688
C -0.849 1.731 -7.203
C -0.063 0.807 -6.244
C 1.348 0.530 -6.703
H -1.236 -3.178 -8.788
H -2.498 -4.020 -9.641
H -2.451 -4.294 -7.939
H -4.186 -2.569 -8.559
H -3.076 -1.710 -9.544
H -1.915 -1.000 -7.546
H -3.125 -1.782 -6.483
H -4.886 -0.544 -7.471
H -3.836 0.410 -8.456
H -4.894 3.012 -6.971
H -4.988 2.911 -5.287
H -6.451 0.560 -5.857
H -6.523 1.318 -7.449
H -8.397 1.818 -6.147
H -7.753 3.403 -6.369
H -7.178 3.458 -3.919
H -7.226 1.739 -3.811
H -8.717 2.752 -4.039
H -2.417 1.093 -4.147
H -2.339 -0.487 -4.749
H -4.651 -1.089 -4.045
H -5.109 0.563 -3.954
H -4.799 -0.726 -1.844
H -3.796 0.767 -1.870
H -2.687 -1.187 -0.727
H -1.827 -0.722 -2.230
H -2.896 -2.174 -2.027
H -2.176 2.953 -5.825
H -2.617 2.939 -7.440
H -0.273 2.620 -7.458
H -1.049 1.145 -8.100
H -0.534 -0.176 -6.260
H -0.070 1.278 -5.261
H 1.432 0.032 -7.669
H 1.793 -0.222 -6.052
H 1.979 1.416 -6.768
C 1.978 -4.380 5.265
C 0.658 -4.161 6.113
C 0.065 -2.873 6.030
C 0.973 -1.834 6.847
P 0.441 -0.068 6.713
C 0.758 0.524 5.048
C 1.958 -0.003 4.284
C 2.473 0.957 3.209
C 3.766 0.640 2.619
C -1.305 -0.015 6.983
C -1.698 -0.797 8.253
C -3.280 -0.881 8.463
C -3.580 -1.503 9.851
C 1.427 0.948 7.840
C 2.896 1.277 7.456
C 3.495 2.251 8.428
C 4.826 2.744 7.898
H 1.762 -5.182 4.559
H 2.837 -4.632 5.887
H 2.452 -3.621 4.642
H 0.910 -4.406 7.145
H -0.073 -4.864 5.715
H -0.944 -2.977 6.429
H -0.088 -2.624 4.979
H 1.992 -1.854 6.461
H 1.078 -1.987 7.921
H 0.640 1.606 5.084
H -0.128 0.206 4.499
H 1.809 -1.030 3.954
H 2.722 -0.177 5.042
H 2.713 1.942 3.611
H 1.781 1.083 2.376
H 4.495 0.554 3.424
H 4.170 1.365 1.912
H 3.699 -0.321 2.110
H -1.787 -0.444 6.104
H -1.595 1.032 7.078
H -1.192 -0.448 9.154
H -1.218 -1.770 8.146
H -3.750 -1.546 7.738
H -3.670 0.137 8.482
H -4.653 -1.390 10.008
H -3.102 -0.910 10.630
H -3.359 -2.552 10.046
H 1.362 0.359 8.755
H 0.823 1.834 8.034
H 2.954 1.762 6.482
H 3.525 0.387 7.446
H 3.642 1.687 9.348
H 2.778 3.061 8.563
H 5.492 1.883 7.842
H 5.224 3.602 8.440
H 4.710 3.105 6.877
C -3.910 5.950 10.204
C -4.326 6.586 8.920
C -4.696 5.535 7.919
C -5.519 6.156 6.779
P -5.505 5.053 5.290
C -3.919 5.001 4.489
C -3.974 4.370 3.051
C -2.531 4.295 2.499
C -1.531 3.464 3.372
C -6.667 5.633 4.060
C -6.431 7.054 3.445
C -7.420 7.464 2.303
C -7.513 8.934 2.032
C -5.857 3.380 5.898
C -7.234 3.199 6.518
C -7.451 1.683 6.756
C -8.510 1.188 7.761
H -3.278 5.065 10.134
H -4.753 5.749 10.865
H -3.298 6.711 10.689
H -3.528 7.217 8.530
H -5.053 7.346 9.208
H -5.171 4.734 8.485
H -3.805 5.180 7.402
H -5.327 7.208 6.567
H -6.548 6.104 7.135
H -3.181 4.559 5.159
H -3.675 6.055 4.351
H -4.649 4.879 2.362
H -4.159 3.297 3.099
H -2.099 5.281 2.323
H -2.509 3.928 1.473
H -2.000 2.616 3.872
H -1.115 4.084 4.166
H -0.736 3.112 2.715
H -7.700 5.541 4.397
H -6.617 4.913 3.242
H -5.414 7.108 3.058
H -6.468 7.810 4.229
H -8.428 7.087 2.477
H -7.121 6.977 1.374
H -8.050 9.350 2.884
H -7.933 9.212 1.065
H -6.534 9.412 2.035
H -5.015 3.132 6.544
H -5.703 2.787 4.996
H -8.076 3.551 5.922
H -7.217 3.741 7.463
H -6.517 1.211 7.063
H -7.711 1.181 5.825
H -9.410 1.695 7.413
H -8.287 1.491 8.784
H -8.597 0.113 7.607
N 1.132 -3.722 0.334
S 0.204 -3.570 1.527
O 0.400 -2.425 2.472
O -0.281 -4.754 2.222
F -1.050 -3.047 0.647
S 2.492 -3.931 1.251
O 2.821 -5.271 1.659
O 2.916 -2.780 2.018
F 3.423 -3.830 -0.091
N 1.136 -3.546 -4.151
S 2.431 -3.503 -4.954
O 3.091 -2.212 -5.162
O 2.699 -4.562 -5.918
F 3.312 -4.016 -3.700
S 0.189 -3.489 -5.602
O -0.623 -4.635 -5.900
O 0.659 -2.659 -6.728
F -0.926 -2.478 -5.124
```